ORCA calculation (ωB97M-V with the def2-TZVPD basis set) on 3 unconnected molecules or ions with the total composition C22H49BFN2O12P2S at a distorted geometry.

Output
HOMO energy in eV: -11.203
Net charge: +1
LUMO in eV: -4.185

Positions of all 90 atoms, in Å:
C1 -0.92102 -5.94824 4.22042
C2 -1.62225 -4.51724 4.01905
C3 -2.81252 -4.70488 2.99379
C4 -2.57742 -3.98258 1.59797
C5 -2.85938 -4.88041 0.33160
C6 -4.38438 -5.23832 0.08595
N1 -5.31376 -4.74281 1.13289
C7 -5.76300 -3.49419 1.42830
N2 -6.61301 -3.51698 2.51573
B1 -7.20357 -2.24607 3.06027
O1 -8.05544 -2.39730 4.18481
O2 -6.90282 -0.99413 2.51747
C8 -5.55653 -0.56963 2.88845
C9 -6.77584 -4.84562 2.95930
C10 -5.93953 -5.60745 2.06858
S1 -5.81273 -7.40166 2.28798
O3 -6.03773 -7.65115 3.70178
O4 -4.48391 -7.89299 1.94775
F1 -6.97559 -8.15145 1.41288
H1 -0.82066 -6.41457 3.20119
H2 0.05763 -5.87834 4.75634
H3 -1.67679 -6.55874 4.79862
H4 -2.07496 -4.28182 5.02890
H5 -0.89391 -3.71196 3.74777
H6 -3.01370 -5.79808 2.78192
H7 -3.75256 -4.27643 3.45195
H8 -3.11557 -2.99944 1.48712
H9 -1.47556 -3.72444 1.56002
H10 -2.20218 -5.78894 0.34459
H11 -2.52790 -4.27400 -0.56494
H12 -4.74010 -4.81226 -0.89606
H13 -4.50024 -6.35692 0.01846
H14 -5.37107 -2.65479 0.81358
H15 -7.43755 -2.62466 4.91256
H16 -5.01260 -1.40332 3.41170
H17 -5.55180 0.35432 3.52153
H18 -4.96413 -0.34079 1.95326
H19 -7.40359 -5.19029 3.81038
O5 3.01241 -0.09707 0.48258
P1 1.63875 0.21434 -0.07034
O6 0.78984 -0.18119 1.29531
C11 0.82775 0.72420 2.39183
C12 -0.00804 1.96374 2.12276
O7 1.42601 -1.20204 -0.89555
C13 2.54192 -1.97667 -1.32550
C14 2.86340 -3.05934 -0.31220
O8 0.15356 0.68848 -0.75188
C15 0.21777 1.80184 -1.65807
C16 1.09002 1.50767 -2.86337
H20 1.86176 0.99459 2.62181
H21 0.42281 0.19317 3.25611
H22 0.45092 2.58096 1.34508
H23 -0.09829 2.57244 3.02463
H24 -1.00721 1.69393 1.77479
H25 3.40695 -1.34180 -1.52403
H26 2.26824 -2.44261 -2.27578
H27 2.99115 -2.65215 0.69192
H28 3.77480 -3.59237 -0.59125
H29 2.04358 -3.78063 -0.25595
H30 0.58644 2.68159 -1.12293
H31 -0.80284 2.01348 -1.98204
H32 2.13766 1.37350 -2.56972
H33 1.04445 2.32924 -3.58020
H34 0.77264 0.58718 -3.35675
O9 5.66241 6.86352 -1.79573
P2 5.05819 6.45092 -3.11880
O10 3.47506 6.76389 -2.77484
C17 3.05546 8.12276 -2.73017
C18 2.96542 8.72557 -4.12114
O11 5.05399 4.81994 -2.86018
C19 5.92650 4.22449 -1.90497
C20 5.22206 4.05348 -0.57266
O12 4.60012 6.07889 -4.71200
C21 5.55326 6.42539 -5.72727
C22 6.86783 5.68913 -5.55128
H35 3.72995 8.70496 -2.09641
H36 2.06818 8.13484 -2.26421
H37 3.96122 8.84360 -4.55892
H38 2.49524 9.71025 -4.08602
H39 2.39148 8.08170 -4.78994
H40 6.84779 4.80029 -1.80175
H41 6.21061 3.24200 -2.29118
H42 4.78197 4.98752 -0.21991
H43 5.91516 3.68612 0.18729
H44 4.40120 3.33738 -0.66810
H45 5.71416 7.50738 -5.71681
H46 5.10887 6.16494 -6.68934
H47 7.37323 5.99773 -4.62886
H48 7.53840 5.89511 -6.38749
H49 6.70346 4.61228 -5.48440